[1]
# C4H4N2O

One molecule with the formula C4H4N2O (ωB97M-V/def2-TZVPD, the OMol25 dataset).

CARTESIAN COORDINATES (ANGSTROEM)
N (2.5750, 0.3854, -0.0101)
C (1.3600, 0.1885, -0.2457)
C (-0.3992, -2.5833, 0.3921)
N (-0.9601, -1.5611, 0.2271)
C (-1.5748, -0.3382, 0.0360)
C (-0.9355, 0.8341, -0.0214)
O (0.3872, 1.1087, 0.0914)
H (2.7073, 1.2776, 0.4699)
H (1.0031, -0.7019, -0.7570)
H (-2.6550, -0.3593, -0.0548)
H (-1.5079, 1.7496, -0.1274)

Total charge   0
Relative energy (zero: lowest compared OMol25 entry of this formula, charge and spin)   61.3 kcal per mole
Orbital gap   10.43 eV
HOMO   -9.84 eV
Molecular weight   96.089 g/mol
LUMO level   0.022 hartree


[2]
# C3H8N2O

One molecule with the formula C3H8N2O (ωB97M-V/def2-TZVPD, the OMol25 dataset).

CARTESIAN COORDINATES (ANGSTROEM)
C (0.8654, 1.0354, 0.6910)
N (0.2658, -0.0032, -0.1146)
C (-0.0532, 0.3635, -1.4745)
C (-0.8845, -0.6116, 0.5591)
N (-0.4290, -1.8601, 0.7698)
O (-1.9384, -0.0771, 0.8233)
H (1.1320, 0.6130, 1.6672)
H (1.7837, 1.3750, 0.2021)
H (0.1787, 1.8767, 0.8410)
H (-0.8157, 1.1503, -1.5124)
H (0.8611, 0.6978, -1.9730)
H (-0.4244, -0.5237, -2.0023)
H (-0.9280, -2.6145, 1.2177)
H (0.5040, -1.7776, 0.3530)

Total charge   0
Relative energy (zero: lowest compared OMol25 entry of this formula, charge and spin)   26.3 kcal per mole
Orbital gap   9.98 eV
HOMO   -9.03 eV
SMILES   CN(C)C(N)=O
Molecular weight   88.110 g/mol
LUMO level   0.035 hartree


[3]
# C16H22N2O2

One molecule with the formula C16H22N2O2 (ωB97M-V/def2-TZVPD, the OMol25 dataset).

CARTESIAN COORDINATES (ANGSTROEM)
C (-0.7863, -0.0210, 3.4148)
C (0.4595, -0.6850, 2.8415)
C (0.1203, -1.6793, 1.7202)
C (-0.3418, -3.0434, 2.2647)
C (0.8119, -3.8557, 2.8499)
C (1.9409, -3.9671, 1.8300)
C (2.3461, -2.5599, 1.3779)
N (1.2529, -1.8015, 0.8028)
C (0.8758, -2.2206, -0.5308)
C (0.4124, -1.0863, -1.3923)
C (0.3540, 0.1863, -1.0150)
C (-0.0616, 1.2710, -1.8942)
C (0.3795, 1.3098, -3.2194)
C (0.0574, 2.3572, -4.0589)
C (-0.7079, 3.4205, -3.5972)
C (-1.1604, 3.4120, -2.2950)
C (-0.8526, 2.3439, -1.4572)
N (-1.4248, 2.3597, -0.1420)
O (-1.5980, 1.2984, 0.4240)
O (-1.7318, 3.4385, 0.3245)
H (-1.4500, -0.7572, 3.8624)
H (-0.5112, 0.6989, 4.1826)
H (-1.3294, 0.4978, 2.6296)
H (1.0056, -1.1819, 3.6442)
H (1.1137, 0.0826, 2.4232)
H (-0.7014, -1.2420, 1.1432)
H (-1.1116, -2.8860, 3.0206)
H (-0.7967, -3.6150, 1.4512)
H (1.1903, -3.3714, 3.7524)
H (0.4567, -4.8494, 3.1343)
H (1.6041, -4.5475, 0.9675)
H (2.8016, -4.4782, 2.2652)
H (2.7172, -2.0006, 2.2408)
H (3.1554, -2.6110, 0.6440)
H (1.7517, -2.6622, -1.0210)
H (0.0903, -2.9967, -0.5381)
H (0.0917, -1.3809, -2.3842)
H (0.6260, 0.4409, -0.0016)
H (1.0031, 0.5045, -3.5763)
H (0.4117, 2.3538, -5.0789)
H (-0.9516, 4.2432, -4.2507)
H (-1.7695, 4.2140, -1.9057)

Total charge   0
Relative energy (zero: lowest compared OMol25 entry of this formula, charge and spin)   116.2 kcal per mole
Orbital gap   7.83 eV
HOMO   -8.19 eV
SMILES   CC[C@@H]1CCCCN1C/C=C/c1ccccc1[N+](=O)[O-]
Molecular weight   274.364 g/mol
LUMO level   -0.013 hartree


[4]
# C31H56CdN3O2P2

C31H56CdN3O2P2 as an isolated structure (ωB97M-V/def2-TZVPD, the OMol25 dataset).

CARTESIAN COORDINATES (ANGSTROEM)
C (-0.7490, 1.9188, -1.6935)
C (-0.9424, -0.4321, -2.0835)
C (-1.2035, 2.2034, -2.9860)
C (-1.1985, -0.1694, -3.4614)
C (-1.3903, 1.1283, -3.8717)
H (-1.3516, 3.2538, -3.2692)
H (-1.2780, -1.0105, -4.1546)
H (-1.6794, 1.3440, -4.8858)
N (-0.6973, 0.6542, -1.2570)
P (0.9427, 2.6404, 0.5325)
P (-1.1883, -2.0341, 0.2529)
C (-0.3607, 3.0704, -0.7540)
H (-0.0335, 3.9623, -1.3321)
H (-1.2633, 3.3756, -0.1881)
C (0.8052, 0.4441, 3.1285)
O (1.3213, 0.2502, 4.1454)
C (-1.0464, -1.7571, -1.4977)
H (-1.0572, -2.6198, -2.1814)
C (-0.3720, -3.6925, 0.9009)
C (-3.0868, -2.1940, 0.0052)
C (2.6272, 2.7581, -0.3805)
C (0.7453, 3.9616, 1.8797)
C (0.8109, -3.3790, 1.8374)
H (0.5153, -2.7677, 2.6949)
H (1.1983, -4.3301, 2.2265)
H (1.6251, -2.8792, 1.3109)
C (-1.3799, -4.5366, 1.7007)
H (-1.7711, -3.9747, 2.5568)
H (-2.2192, -4.8877, 1.0942)
H (-0.8679, -5.4263, 2.1005)
C (0.1939, -4.4689, -0.2841)
H (0.6785, -5.3914, 0.0812)
H (-0.5623, -4.7698, -1.0191)
H (0.9578, -3.8521, -0.7714)
C (-3.8087, -2.3440, 1.3445)
H (-3.4476, -1.6231, 2.0859)
H (-4.8746, -2.1411, 1.1867)
H (-3.6872, -3.3514, 1.7487)
C (-3.5850, -0.8793, -0.6677)
H (-3.2178, 0.0125, -0.1346)
H (-3.2754, -0.8145, -1.7188)
H (-4.6824, -0.8633, -0.6311)
C (-3.3011, -3.3922, -0.9476)
H (-2.5712, -3.4262, -1.7684)
H (-3.2765, -4.3518, -0.4181)
H (-4.2836, -3.2352, -1.4104)
C (1.8438, 3.7766, 2.9467)
H (1.6394, 4.4882, 3.7613)
H (1.8315, 2.7617, 3.3628)
H (2.8516, 3.9819, 2.5646)
C (-0.6212, 3.7576, 2.5612)
H (-1.4615, 3.8973, 1.8691)
H (-0.7144, 2.7742, 3.0339)
H (-0.7144, 4.5125, 3.3559)
C (0.7800, 5.3776, 1.2951)
H (0.0771, 5.5005, 0.4595)
H (0.4702, 6.0684, 2.0922)
H (1.7798, 5.6832, 0.9681)
C (2.4166, 2.1451, -1.7826)
H (1.8210, 2.7998, -2.4369)
H (3.3962, 1.9906, -2.2622)
H (1.9270, 1.1624, -1.7182)
C (3.6992, 1.9036, 0.3805)
H (3.2543, 0.9138, 0.5881)
H (4.5385, 1.8492, -0.3299)
H (3.9951, 2.4321, 1.3009)
C (3.1659, 4.1855, -0.5023)
H (2.4650, 4.8858, -0.9671)
H (3.4958, 4.5762, 0.4675)
H (4.0584, 4.1466, -1.1423)
Cd (-0.2104, 0.2610, 0.9235)
N (1.8144, -0.9848, -0.1874)
C (2.1671, -1.6401, -1.1158)
C (2.6488, -2.2776, -2.3551)
C (1.6044, -3.0266, -3.2099)
C (3.0947, -1.0718, -3.1953)
C (3.7538, -3.2006, -1.7966)
H (1.1169, -3.8246, -2.6550)
H (0.8239, -2.3256, -3.5231)
H (2.0626, -3.4867, -4.1066)
H (3.7777, -0.4287, -2.6235)
H (3.6021, -1.3362, -4.1290)
H (2.1883, -0.5000, -3.4612)
H (3.9771, -4.0635, -2.4422)
H (4.6986, -2.6497, -1.7198)
H (3.5147, -3.5856, -0.7809)
C (-4.1296, 1.5511, 2.7549)
C (-2.8379, 0.8520, 2.7186)
N (-2.4027, 0.1132, 3.7588)
O (-2.1703, 0.9889, 1.6563)
H (-4.7109, 1.3097, 3.6473)
H (-4.7034, 1.2868, 1.8448)
H (-3.9426, 2.6396, 2.7113)
H (-1.5151, -0.3360, 3.7549)
H (-2.9287, 0.1831, 4.6189)

Total charge   +1
Orbital gap   5.60 eV
HOMO   -8.35 eV
Molecular weight   677.168 g/mol
LUMO level   -0.101 hartree


[5]
# C3H5NO2

C3H5NO2 as an isolated structure (ωB97M-V/def2-TZVPD, the OMol25 dataset).

CARTESIAN COORDINATES (ANGSTROEM)
O (0.9560, 1.9674, -0.1801)
C (0.2156, 0.9104, 0.2472)
C (-1.2004, -0.3772, -0.1182)
N (-0.2271, -1.2386, 0.5159)
C (0.8174, -0.4055, 0.0844)
O (1.7980, -0.6874, -0.5687)
H (1.7014, 1.6502, -0.7212)
H (-0.2686, 1.1768, 1.1758)
H (-2.0139, -0.0105, 0.4895)
H (-1.6127, -0.8573, -1.0140)
H (-0.1224, -2.1515, 0.1016)

Total charge   0
Relative energy (zero: lowest compared OMol25 entry of this formula, charge and spin)   69.3 kcal per mole
Orbital gap   10.26 eV
HOMO   -9.42 eV
Molecular weight   87.078 g/mol
LUMO level   0.031 hartree


[6]
# C4H4BrClO2

A 2-piece molecular cluster, C4H4BrClO2 overall (ωB97M-V/def2-TZVPD, the OMol25 dataset).

CARTESIAN COORDINATES (ANGSTROEM)
C (0.9671, -2.0578, -0.8103)
C (0.7821, -0.9257, -0.1820)
C (2.8849, -2.8361, -0.4684)
C (-0.5367, -0.2081, -0.2943)
O (3.7532, -2.8303, -1.2179)
O (1.7450, -0.4865, 0.6786)
Cl (2.7790, -3.7438, 0.9421)
Br (-0.0963, -2.9967, -1.9526)
H (-1.2449, -0.6433, -1.0752)
H (-0.2547, 0.7388, -0.6243)
H (-0.9514, 0.0363, 0.6261)
H (1.4311, -0.0018, 1.4049)

Total charge   0
Relative energy (zero: lowest compared OMol25 entry of this formula, charge and spin)   52.7 kcal per mole
Orbital gap   9.35 eV
HOMO   -8.90 eV
Molecular weight   199.431 g/mol
LUMO level   0.017 hartree


[7]
# C70H72BF10NOS2

A 11-piece molecular cluster, C70H72BF10NOS2 overall (ωB97M-V/def2-TZVPD, the OMol25 dataset).

CARTESIAN COORDINATES (ANGSTROEM)
C (1.6036, 1.0594, -1.2778)
C (0.6111, 0.0672, -2.1542)
O (-0.5599, 0.5573, -2.6392)
N (1.0959, -1.3527, -2.3909)
C (1.0388, -1.7438, -3.8512)
C (0.3707, -2.3484, -1.4946)
C (0.7235, -2.2014, 0.0996)
C (2.3014, -2.4209, 0.4876)
C (3.0109, -3.7317, -0.1952)
B (3.8303, -3.4021, -1.6061)
S (4.5868, -1.6871, -2.0025)
C (3.9153, -4.6808, -2.6832)
C (5.2673, -4.6699, -3.6092)
C (6.6649, -4.3868, -2.8001)
S (8.0534, -5.3826, -3.5981)
H (1.9966, 0.4665, -0.3467)
H (2.5334, 1.3689, -1.9466)
H (1.0603, 2.0402, -0.9117)
H (1.8335, -1.1646, -4.5280)
H (1.3319, -2.8930, -3.9389)
H (-0.0493, -1.6675, -4.3290)
H (-0.7723, -2.2304, -1.7179)
H (0.6706, -3.4605, -1.8044)
H (0.1135, -3.0334, 0.6744)
H (0.3476, -1.1418, 0.4752)
H (2.3282, -2.6077, 1.6664)
H (2.9127, -1.4074, 0.3363)
H (3.6990, -4.3534, 0.5539)
H (2.1340, -4.4800, -0.5011)
H (3.6766, -0.9758, -2.8157)
H (3.7180, -5.6900, -2.1074)
H (2.9883, -4.5113, -3.4162)
H (5.3608, -5.7653, -4.0737)
H (5.0825, -3.9538, -4.5331)
H (6.6204, -4.5788, -1.6453)
H (6.9143, -3.2321, -2.9641)
H (7.7393, -5.3150, -4.9937)
F (-1.0141, -4.3168, 1.3652)
C (-2.2720, -4.5119, 1.7829)
C (-2.5651, -4.4174, 3.1389)
C (-3.8755, -4.6154, 3.5737)
C (-4.8773, -4.9167, 2.6477)
C (-4.5721, -5.0144, 1.2892)
C (-3.2638, -4.8053, 0.8537)
H (-1.7724, -4.1907, 3.8445)
H (-4.1165, -4.5360, 4.6308)
H (-5.8984, -5.0755, 2.9877)
H (-5.3526, -5.2531, 0.5708)
H (-3.0107, -4.8685, -0.1994)
F (2.9223, 3.2711, -0.5277)
C (2.9525, 4.6095, -0.5772)
C (1.9361, 5.3397, 0.0289)
C (1.9698, 6.7334, -0.0180)
C (3.0149, 7.3816, -0.6808)
C (4.0278, 6.6398, -1.2904)
C (3.9996, 5.2466, -1.2337)
H (1.1280, 4.8188, 0.5319)
H (1.1841, 7.3135, 0.4594)
H (3.0384, 8.4686, -0.7210)
H (4.8380, 7.1465, -1.8092)
H (4.7835, 4.6546, -1.6944)
F (2.3286, 10.9068, -1.5466)
C (2.0624, 11.2619, -0.2826)
C (0.7418, 11.3134, 0.1500)
C (0.4645, 11.6781, 1.4674)
C (1.5114, 11.9983, 2.3353)
C (2.8333, 11.9485, 1.8902)
C (3.1108, 11.5730, 0.5761)
H (-0.0587, 11.0694, -0.5407)
H (-0.5641, 11.7138, 1.8176)
H (1.2944, 12.2870, 3.3615)
H (3.6462, 12.2021, 2.5663)
H (4.1330, 11.5204, 0.2160)
F (-3.0011, -5.9719, -1.7932)
C (-2.0329, -6.1711, -2.6974)
C (-2.1728, -5.6447, -3.9768)
C (-1.1626, -5.8475, -4.9171)
C (-0.0277, -6.5845, -4.5701)
C (0.1011, -7.1132, -3.2849)
C (-0.9040, -6.9007, -2.3417)
H (-3.0652, -5.0820, -4.2307)
H (-1.2588, -5.4335, -5.9177)
H (0.7580, -6.7463, -5.3052)
H (0.9835, -7.6900, -3.0184)
H (-0.8161, -7.2968, -1.3354)
F (9.1376, 3.2955, 1.0082)
C (7.8798, 3.1004, 1.4258)
C (7.5866, 3.1949, 2.7819)
C (6.2762, 2.9969, 3.2166)
C (5.2744, 2.6956, 2.2906)
C (5.5796, 2.5979, 0.9322)
C (6.8879, 2.8070, 0.4966)
H (8.3793, 3.4216, 3.4874)
H (6.0352, 3.0763, 4.2738)
H (4.2533, 2.5368, 2.6306)
H (4.7991, 2.3592, 0.2138)
H (7.1410, 2.7437, -0.5565)
F (5.1696, -1.8825, -8.1899)
C (4.5381, -0.7742, -7.7806)
C (4.1661, -0.6520, -6.4462)
C (3.5132, 0.5039, -6.0185)
C (3.2295, 1.5211, -6.9331)
C (3.6024, 1.3869, -8.2713)
C (4.2652, 0.2358, -8.6964)
H (4.3874, -1.4560, -5.7520)
H (3.2251, 0.6125, -4.9758)
H (2.7162, 2.4206, -6.6000)
H (3.3768, 2.1781, -8.9822)
H (4.5702, 0.1188, -9.7310)
F (0.7519, -0.1018, -7.2458)
C (-0.4458, 0.4913, -7.1548)
C (-1.1397, 0.8138, -8.3159)
C (-2.3890, 1.4268, -8.2215)
C (-2.9263, 1.7206, -6.9658)
C (-2.2199, 1.3976, -5.8063)
C (-0.9757, 0.7746, -5.9008)
H (-0.7029, 0.5856, -9.2827)
H (-2.9430, 1.6759, -9.1232)
H (-3.8988, 2.2027, -6.8927)
H (-2.6382, 1.6309, -4.8301)
H (-0.4170, 0.5084, -5.0097)
F (-5.8105, -3.3640, 5.9414)
C (-5.7804, -2.0257, 5.8918)
C (-6.7968, -1.2955, 6.4980)
C (-6.7631, 0.0982, 6.4511)
C (-5.7179, 0.7465, 5.7883)
C (-4.7051, 0.0046, 5.1786)
C (-4.7332, -1.3886, 5.2354)
H (-7.6049, -1.8164, 7.0010)
H (-7.5488, 0.6784, 6.9285)
H (-5.6944, 1.8334, 5.7481)
H (-3.8949, 0.5113, 4.6599)
H (-3.9494, -1.9806, 4.7747)
F (-11.1521, -6.2011, 7.8869)
C (-10.1846, -6.2664, 6.9625)
C (-9.1875, -5.2973, 6.9460)
C (-8.1771, -5.3677, 5.9870)
C (-8.1812, -6.4016, 5.0474)
C (-9.1892, -7.3668, 5.0691)
C (-10.1930, -7.3023, 6.0351)
H (-9.2054, -4.4969, 7.6785)
H (-7.3887, -4.6193, 5.9705)
H (-7.3954, -6.4537, 4.2969)
H (-9.1925, -8.1682, 4.3342)
H (-10.9791, -8.0492, 6.0719)
F (-5.1478, 3.5272, 6.5894)
C (-3.9780, 3.7883, 7.1879)
C (-3.6801, 3.1802, 8.4025)
C (-2.4601, 3.4478, 9.0234)
C (-1.5553, 4.3299, 8.4275)
C (-1.8657, 4.9391, 7.2107)
C (-3.0809, 4.6627, 6.5847)
H (-4.3987, 2.5044, 8.8544)
H (-2.2144, 2.9715, 9.9693)
H (-0.6058, 4.5417, 8.9143)
H (-1.1617, 5.6284, 6.7509)
H (-3.3345, 5.1205, 5.6343)

Total charge   0
Relative energy (zero: lowest compared OMol25 entry of this formula, charge and spin)   130.6 kcal per mole
Orbital gap   8.72 eV
HOMO   -8.75 eV
SMILES   CC(=O)N(C)CCCCB(S)CCCS.Fc1ccccc1.Fc1ccccc1.Fc1ccccc1.Fc1ccccc1.Fc1ccccc1.Fc1ccccc1.Fc1ccccc1.Fc1ccccc1.Fc1ccccc1.Fc1ccccc1
Molecular weight   1208.278 g/mol
LUMO level   -0.001 hartree